[1]
The following is a DFT calculation (ωB97M-V/def2-TZVPD) of 10 unconnected molecules or ions with the total composition C11H42N14O10 at a distorted geometry.

XYZ file:
```
77
Properties=species:S:1:pos:R:3:forces:R:3
N 0.33182 -2.34909 2.90583 -1.795 1.175 -4.382
C 0.31782 -2.41709 4.18583 -5.758 2.157 4.446
N 1.42082 -2.81009 4.74183 3.964 -1.576 0.267
O -0.72918 -2.04509 4.90983 3.519 -1.185 -2.282
H -0.47318 -1.79809 2.50583 1.226 -1.028 0.089
H 1.08582 -2.65709 2.29883 -0.294 0.365 0.286
H 1.46582 -3.00009 5.72383 0.058 -0.087 -0.027
H 2.16482 -3.09209 4.06683 -0.691 0.210 1.622
N 2.86482 0.49191 2.46083 -3.173 0.669 1.309
C 3.73582 0.02591 1.62283 -2.413 -4.374 -4.785
N 4.90982 0.52691 1.81183 6.789 -0.226 -1.931
O 3.42182 -0.85009 0.60883 1.835 3.782 4.493
H 1.89182 0.20191 2.25283 0.172 0.551 0.196
H 3.09382 1.33191 3.00783 -0.534 -0.951 -0.310
H 5.72082 0.11291 1.27983 -1.678 0.583 0.630
H 5.24782 1.25291 2.42383 -0.894 -0.125 0.332
N -0.09118 0.97391 -4.28017 4.369 1.864 3.922
C -0.56818 1.05091 -5.48217 8.311 2.318 -6.804
N -1.73818 0.64091 -5.52417 -8.978 -2.113 -1.671
O 0.22282 1.34591 -6.56617 -3.820 -1.352 5.055
H 0.91282 1.27191 -4.24117 -1.571 0.018 0.152
H -0.66418 0.89491 -3.39017 0.818 0.416 -1.579
H -2.16618 0.43991 -6.44017 0.400 0.535 0.851
H -2.38918 0.74491 -4.70417 1.263 -0.249 -1.680
N -1.68218 0.47091 -2.17817 4.868 -1.844 3.412
C -2.56418 1.35491 -2.44317 4.427 9.656 5.681
N -3.44918 0.90691 -3.14817 -8.911 -3.257 -6.168
O -2.41918 2.63691 -2.04317 -0.763 -5.018 -1.636
H -0.86618 0.81991 -1.53817 -0.911 -0.827 -1.048
H -1.78218 -0.52009 -2.28617 -0.261 -0.435 0.017
H -4.18218 1.48191 -3.55617 0.184 -0.169 0.411
H -3.46018 -0.10709 -3.34417 -0.399 1.073 0.079
N 0.75082 -1.41609 -3.30217 -2.461 0.536 -1.286
C 1.61082 -1.50409 -2.30917 1.392 -7.248 3.782
N 2.18982 -0.35609 -1.90817 1.349 0.443 -0.200
O 1.88882 -2.68809 -1.68917 -1.598 5.936 -3.016
H 0.07382 -2.17209 -3.23817 0.394 -0.086 -0.554
H 0.35682 -0.47909 -3.68217 1.147 -2.177 0.650
H 2.84382 -0.55909 -1.14017 0.447 0.268 -0.126
H 2.48782 0.16191 -2.73417 0.449 0.149 0.620
N -1.02318 1.78291 0.70783 -3.824 2.395 2.883
C -0.05918 1.03191 0.35083 1.925 -5.211 5.899
N 0.41782 1.32791 -0.82217 4.337 -1.928 -3.467
O 0.31382 -0.06609 1.16283 -1.295 5.094 -4.342
H -1.43818 1.76691 1.69683 0.498 -0.552 -0.977
H -1.41818 2.47891 0.08883 0.263 0.056 -0.319
H 1.22082 0.64291 -1.10717 -1.327 0.953 0.200
H 0.60482 2.23291 -1.23217 -0.566 0.437 0.866
N -3.16318 -0.44509 0.25883 1.169 3.729 -2.156
C -3.23218 -1.28909 1.23183 5.072 -1.341 5.595
N -4.19618 -2.12509 1.00083 -3.718 -3.101 0.640
O -2.30118 -1.45709 2.26083 -5.094 1.380 -4.926
H -2.43918 0.23691 0.25683 0.656 0.495 0.296
H -3.77218 -0.34809 -0.55217 -0.069 -0.484 0.853
H -4.42718 -2.86309 1.65583 0.310 0.278 -0.049
H -4.92518 -1.92409 0.30383 0.686 -0.130 0.741
C -0.11518 2.50291 3.92283 0.197 0.903 -0.175
C -0.82418 1.20391 3.97683 0.533 -1.732 -1.697
O -2.00718 1.27091 3.15683 -0.698 -0.700 0.745
H 0.80782 2.44591 4.49783 -0.042 0.242 0.190
H -0.76818 3.30091 4.27083 0.088 0.103 0.550
H 0.13882 2.84291 2.90883 0.082 -0.525 0.056
H -0.95718 0.74891 4.95283 -0.588 0.490 0.371
H -0.29418 0.41091 3.42683 0.831 0.359 0.497
H -2.15918 0.30191 2.98383 -0.353 0.663 -0.133
C -1.12218 -3.25409 -0.26017 1.742 -0.047 -0.263
O -2.31718 -2.98509 -0.96617 -0.591 -0.205 -0.603
H -1.22518 -3.54109 0.78283 -0.619 -0.011 0.174
H -0.49818 -2.33709 -0.26117 0.056 -0.588 0.008
H -0.55618 -4.10109 -0.74517 -0.690 1.092 0.153
H -2.90518 -2.44709 -0.42017 0.577 -0.743 -0.282
C 3.90482 2.50491 -1.18417 1.127 0.422 -1.245
O 3.25682 2.60691 0.01183 -2.399 2.769 0.462
H 3.68982 3.34291 -1.91817 -0.027 -0.956 1.104
H 3.74182 1.53491 -1.62217 -0.154 -0.269 -0.645
H 4.93182 2.52991 -0.89017 1.342 0.207 -0.810
H 3.32882 1.81291 0.47483 0.090 -1.922 0.990
```
Positions in Å, forces in eV/Å.

Properties
Maximum force ... 0.2343 Eh/bohr
Lowest unoccupied orbital energy ... -0.5 eV
Electronic energy ... -1963.2221 Eh
Energy above the lowest of the compared OMol25 structures with the same formula, charge and spin ... 49.2 kcal per mole
SMILES string ... NC(N)=O.NC(N)=O.NC(N)=O.NC(N)=O.NC(N)=O.NC(N)=O.NC(N)=O.CCO.CO.CO
HOMO-LUMO gap ... 7.92 eV

=====

[2]
The following is a DFT calculation (ωB97M-V/def2-TZVPD) of a molecular structure, C11H44Ag2O15P at a distorted geometry.

XYZ file:
```
73
Properties=species:S:1:pos:R:3:forces:R:3
Ag 0.21104 -1.94068 -2.80265 -0.277 0.329 0.476
Ag 4.18217 -0.49825 0.77706 -0.878 0.227 0.241
P 0.74534 0.65675 -0.02948 0.403 0.397 0.172
O 0.14135 0.60054 1.40426 0.159 0.630 -1.436
O 1.35071 -0.71850 -0.17769 1.057 -2.020 -0.160
O 2.04221 1.52001 -0.15098 -1.130 -0.204 0.300
O -0.18146 0.65665 -1.26403 0.162 0.406 0.864
C -4.31970 -3.20117 -1.28872 0.326 1.883 0.601
O -3.08719 -2.47277 -1.61292 0.144 -0.966 -0.220
H -4.26988 -4.28936 -1.32687 0.435 0.291 -0.458
H -4.52437 -2.89642 -0.26240 -0.391 -0.443 0.135
H -5.08664 -2.74000 -1.91099 -0.271 -0.690 -0.117
H -3.15933 -1.64970 -1.12408 0.047 0.080 0.059
C 1.20520 0.61035 -7.02579 0.490 0.568 -2.525
O 0.95185 0.36237 -5.70992 -0.526 -0.569 2.313
H 2.17120 0.22951 -7.35733 0.324 0.071 0.140
H 0.49252 0.14399 -7.70601 -0.372 -0.089 0.325
H 1.16685 1.68391 -7.21043 0.085 0.038 -0.304
H 1.20078 1.15921 -5.23592 -0.002 -0.070 0.307
C 3.27897 2.01277 4.65198 -0.545 -0.549 -0.751
O 2.87929 0.84249 3.91833 0.261 -0.805 -0.119
H 2.58706 2.17321 5.47879 0.094 0.268 0.006
H 4.27601 1.81310 5.04460 -0.074 0.255 -0.183
H 3.22959 2.79584 3.89536 0.425 0.670 0.686
H 1.98399 0.97397 3.59779 -0.111 0.074 0.012
C -4.23808 1.40615 0.66599 -0.647 0.331 -0.832
O -3.71055 0.33434 1.39692 0.728 -0.347 0.454
H -5.07815 1.87882 1.17488 0.100 0.033 0.198
H -3.47914 2.15392 0.43589 -0.078 0.120 0.008
H -4.62105 1.00698 -0.27321 -0.084 0.177 -0.232
H -2.79203 0.57384 1.54032 0.079 -0.371 0.304
C -1.17989 -3.57761 2.57348 -0.446 0.200 -1.380
O -0.44931 -2.74637 3.41481 1.072 -0.003 1.096
H -2.24118 -3.34800 2.66861 -0.183 -0.411 -0.078
H -0.87708 -3.40878 1.54008 -0.191 0.174 -0.388
H -0.97400 -4.64128 2.69308 -0.005 0.144 0.825
H -0.43970 -1.84515 3.08418 -0.171 -0.071 -0.150
C 3.32298 4.71302 -3.57967 1.302 -0.093 0.232
O 2.83413 3.40337 -3.50092 -0.893 -1.114 -0.412
H 4.35922 4.65673 -3.24627 0.183 0.608 0.423
H 3.44191 4.99747 -4.62516 -0.723 0.109 0.042
H 2.73949 5.39796 -2.96446 0.057 0.261 -0.324
H 2.81291 3.11732 -2.58478 -0.004 0.125 0.058
C 0.13894 5.25346 0.90137 -0.350 0.106 -0.376
O 1.52030 5.05301 0.90756 1.205 -0.254 0.452
H -0.38436 4.52700 1.52308 -0.172 -0.105 0.036
H -0.06045 6.24742 1.30187 -0.043 -0.052 -0.211
H -0.15649 5.16311 -0.14393 -0.822 0.256 0.071
H 1.67625 4.17738 0.54624 0.205 -0.046 0.010
C 1.34355 -6.05666 -1.22296 0.079 -0.640 0.097
O 0.29689 -5.48934 -2.00378 0.247 0.566 0.165
H 1.68796 -6.98471 -1.67926 0.253 0.052 -0.123
H 2.18141 -5.36585 -1.12873 -0.183 0.120 -0.307
H 1.04537 -6.32324 -0.20899 -0.332 0.187 0.108
H -0.38152 -6.15527 -2.13760 -0.037 -0.023 0.013
C 4.13145 -4.96690 3.02046 0.195 -0.940 0.539
O 3.65582 -3.66473 2.80883 0.002 0.695 -0.376
H 4.07765 -5.24510 4.07298 -0.019 0.060 0.180
H 3.54336 -5.70892 2.48039 0.062 -0.061 -0.263
H 5.18325 -5.05793 2.74929 -0.132 0.266 -0.265
H 2.77044 -3.62913 3.17819 -0.150 0.201 0.053
C -2.06813 0.75177 5.71370 -0.534 -0.404 -0.688
O -1.89771 1.88166 4.88556 0.369 0.902 0.069
H -2.61470 1.01871 6.61818 0.274 0.199 -0.067
H -2.70620 0.08856 5.12965 -0.008 -0.679 0.421
H -1.11294 0.27807 5.94027 -0.048 -0.107 0.253
H -1.40539 1.59664 4.11226 -0.025 0.073 -0.035
C -3.46366 2.83543 -4.30538 -0.924 -0.634 0.425
O -2.51846 3.36230 -3.37892 -0.247 -0.276 -0.575
H -4.11672 2.11181 -3.81754 -0.126 -0.183 0.410
H -4.17895 3.58201 -4.65045 0.648 0.340 -0.197
H -3.02869 2.24567 -5.11228 0.330 0.540 -0.366
H -2.05646 2.57341 -3.08600 0.352 0.188 0.341
```
Positions in Å, forces in eV/Å.

Properties
Maximum force ... 0.0512 Eh/bohr
Lowest unoccupied orbital energy (spin up / spin down) ... -5.5 / -6.5 eV
Electronic energy ... -2208.7824 Eh
Total charge ... +1
Energy above the lowest of the compared OMol25 structures with the same formula, charge and spin ... 142.2 kcal per mole
2S+1 ... 3
HOMO-LUMO gap (spin up / spin down) ... 6.37 / 5.37 eV

=====

[3]
The following is a DFT calculation (ωB97M-V/def2-TZVPD) of 11 unconnected molecules or ions with the total composition C11H44N12O11 at a distorted geometry.

XYZ file:
```
78
Properties=species:S:1:pos:R:3:forces:R:3
N -2.54928 2.96567 2.74153 1.554 0.610 4.943
C -2.76028 2.89767 1.47553 0.034 5.002 -5.311
N -3.05228 1.70367 1.06553 -2.043 -3.117 -2.650
O -2.63728 3.94467 0.59353 -0.356 -4.321 3.921
H -2.22728 3.83167 3.15453 -0.261 -0.072 -0.220
H -2.35028 2.10267 3.28853 -0.565 1.074 -0.778
H -3.32128 1.64867 0.03753 0.538 -0.129 1.353
H -3.41328 0.90167 1.61453 0.719 0.954 0.047
N -3.39128 -5.26133 -2.14547 0.353 -3.464 -3.488
C -2.13828 -4.84933 -1.88647 4.623 -5.466 -1.423
N -2.08528 -3.79833 -1.13747 0.319 3.260 1.886
O -0.99628 -5.59533 -2.20347 -6.240 4.084 1.372
H -3.40328 -5.75933 -3.06347 -0.058 0.058 1.430
H -4.21628 -4.74833 -2.05547 -0.830 1.478 0.518
H -1.19128 -3.34533 -1.32747 -0.119 0.634 0.699
H -2.91128 -3.20733 -0.90747 1.143 -0.863 -0.697
N 1.87472 1.05567 -1.95247 3.154 -7.017 -0.410
C 1.65972 2.29167 -2.13347 3.428 4.763 -6.562
N 0.89072 2.77567 -1.18047 -2.194 4.762 1.131
O 2.25272 2.95767 -3.17847 -3.076 -2.472 5.287
H 2.70372 0.65367 -2.48847 -1.812 0.790 0.846
H 1.54072 0.42567 -1.16747 0.700 1.620 -1.705
H 0.58172 3.80567 -1.27247 0.863 -2.369 0.290
H 0.38272 2.10367 -0.53147 0.414 1.294 -1.161
N -1.76928 2.87567 -1.96647 3.642 3.465 0.381
C -2.19428 1.68867 -2.09247 3.443 -6.229 -3.462
N -3.39528 1.51167 -1.58647 -4.649 -0.754 0.076
O -1.47228 0.68367 -2.63547 -3.324 4.176 2.566
H -0.73928 2.78367 -1.91847 -0.874 0.849 -0.852
H -2.11828 3.43267 -1.18847 -0.435 0.178 0.103
H -4.13828 2.25967 -1.66247 1.457 -1.135 -0.117
H -3.71428 0.57867 -1.75747 -0.552 -0.388 -0.181
N 0.37972 -2.70733 -1.65347 0.818 -0.467 3.551
C 0.59472 -2.52133 -2.92547 0.986 -7.277 -5.568
N 0.26172 -1.37233 -3.38747 0.706 3.128 -3.020
O 0.89572 -3.60333 -3.74547 -0.650 5.542 3.941
H 0.77872 -3.58233 -1.33347 -0.212 0.123 0.171
H 0.27872 -1.88733 -1.03447 -0.114 -1.080 -0.397
H 0.65472 -1.24533 -4.33747 -0.923 0.291 0.914
H -0.02428 -0.55633 -2.83947 -0.011 -0.405 -0.410
N -0.30528 1.25367 0.54353 1.320 2.777 1.768
C -0.00028 0.00567 0.36553 -6.383 -4.556 -0.914
N 1.25172 -0.29933 0.47853 1.919 -1.018 0.270
O -1.02628 -0.84133 0.05153 4.623 2.554 0.949
H -1.25628 1.47167 0.66853 -1.526 -0.098 -0.145
H 0.29172 1.81867 1.20853 -0.779 -0.581 -0.495
H 1.57472 -1.25433 0.59853 0.001 -0.524 0.115
H 1.85372 0.42867 0.81153 0.514 0.204 0.077
C 1.16772 1.34367 3.42953 1.027 0.257 0.157
O 0.59472 2.47367 2.75353 2.160 -0.775 -1.004
H 2.04972 0.96767 2.82153 -1.121 0.658 0.668
H 0.41172 0.56167 3.48153 0.141 -0.258 0.326
H 1.57972 1.63167 4.43353 -0.555 -0.355 -0.840
H -0.06628 2.90067 3.24353 -1.272 0.685 1.241
C -2.87628 -2.46033 2.36453 -0.973 -0.961 0.509
O -2.46328 -1.13333 2.20853 -0.266 0.502 0.443
H -2.82928 -2.97433 1.43853 0.190 -0.578 -1.134
H -3.93428 -2.61533 2.68153 0.562 0.783 0.032
H -2.28428 -3.07433 3.04953 0.280 0.409 0.253
H -1.96728 -1.06533 1.35853 0.025 0.018 0.137
C 4.65872 -0.01033 0.37553 1.176 -1.897 0.118
O 4.99372 0.92067 -0.60347 0.083 -0.761 -0.731
H 4.01772 0.40467 1.11753 -0.638 0.374 0.702
H 5.58672 -0.33433 0.87553 -0.291 -0.015 0.110
H 4.20672 -0.95433 -0.01047 0.097 0.728 -0.158
H 4.63572 1.71967 -0.26547 -0.431 1.208 -0.068
C 0.47372 -3.28633 1.76453 0.115 -0.757 -0.344
O 1.76572 -2.85533 1.32553 0.605 -1.160 -0.776
H 0.52972 -4.20533 2.34053 0.169 -0.142 0.107
H -0.14228 -3.46133 0.90053 -0.542 -0.126 -0.284
H -0.00128 -2.54833 2.37053 -0.011 0.801 0.374
H 2.09672 -3.57933 0.72553 -0.282 1.177 0.948
C 3.94472 3.70967 0.36853 1.257 0.337 0.321
O 2.91372 2.79967 0.56453 0.502 -1.062 1.774
H 4.64872 3.61567 1.21953 -0.419 0.124 -0.347
H 3.62772 4.74367 0.29853 -0.266 0.239 0.074
H 4.51372 3.48967 -0.53347 0.070 0.130 -0.307
H 2.24272 2.85267 -0.09947 -0.679 0.544 -0.939
```
Positions in Å, forces in eV/Å.

Properties
Maximum force ... 0.1792 Eh/bohr
Lowest unoccupied orbital energy ... -0.4 eV
Electronic energy ... -1930.1296 Eh
Energy above the lowest of the compared OMol25 structures with the same formula, charge and spin ... 167.4 kcal per mole
SMILES string ... NC(N)=O.NC(N)=O.NC(N)=O.NC(N)=O.NC(N)=O.NC(N)=O.CO.CO.CO.CO.CO
HOMO-LUMO gap ... 7.77 eV